Record 1
Below is a 2-piece molecular cluster, C22H27F4Si overall, with properties calculated with ωB97M-V/def2-TZVPD.

Geometry as XYZ:
```
54
Properties=species:S:1:pos:R:3:forces:R:3:mulliken_charge:R:1
C -4.233 -0.647 1.080 -0.234 0.108 -0.085 -1.769
C -4.214 0.700 0.339 1.056 0.269 -0.021 1.763
C -4.570 0.490 -1.142 -0.174 -0.033 0.193 -1.768
C -5.221 1.666 0.984 -0.031 -0.140 -0.061 -1.803
Si -2.442 1.485 0.478 -1.469 -0.597 -0.068 0.396
C -2.447 3.086 -0.468 0.354 0.297 -0.109 -1.160
C -2.056 1.719 2.283 0.379 0.149 0.208 -1.160
C -1.214 0.240 -0.309 0.491 0.070 -0.235 -0.507
C 0.207 0.727 -0.289 -0.416 -0.800 0.069 -0.122
C 1.110 0.315 0.622 -0.060 0.463 -0.074 -1.453
H -3.983 -0.539 2.143 -0.065 -0.010 -0.183 0.344
H -5.247 -1.066 1.015 0.155 -0.073 0.083 0.473
H -3.543 -1.376 0.636 -0.116 0.102 0.041 0.343
H -4.575 1.433 -1.703 -0.016 -0.169 0.111 0.350
H -3.884 -0.205 -1.641 -0.113 0.083 0.081 0.349
H -5.580 0.061 -1.200 0.124 0.042 -0.139 0.474
H -5.243 2.639 0.478 -0.005 -0.182 0.072 0.361
H -6.226 1.227 0.910 0.066 0.136 0.058 0.452
H -5.009 1.837 2.047 -0.047 -0.053 -0.182 0.365
H -1.442 3.526 -0.427 -0.185 0.111 -0.076 0.384
H -2.713 2.951 -1.526 0.062 -0.001 0.264 0.345
H -3.149 3.808 -0.028 0.200 -0.197 -0.096 0.344
H -1.052 2.153 2.383 -0.155 -0.037 0.148 0.377
H -2.771 2.408 2.754 0.205 -0.173 -0.142 0.361
H -2.071 0.774 2.843 -0.009 0.208 -0.158 0.327
H -1.304 -0.715 0.239 -0.013 0.350 -0.164 0.404
H -1.551 0.091 -1.351 0.084 0.012 0.369 0.386
H 0.483 1.412 -1.099 0.082 -0.063 0.394 0.519
H 2.104 0.764 0.665 -0.221 -0.173 0.014 0.491
H 0.809 -0.338 1.444 0.108 0.143 -0.229 0.293
F 4.930 1.987 -2.700 -1.170 -1.340 -0.119 -0.294
C 3.999 0.974 -2.775 0.934 0.769 0.375 0.245
C 3.205 0.897 -3.917 -0.141 -0.454 0.357 -0.603
C 2.268 -0.136 -3.946 -0.620 -0.011 -1.101 0.307
F 1.449 -0.236 -5.049 1.097 0.053 1.412 -0.292
C 2.112 -1.041 -2.915 -0.018 -0.098 0.699 -0.891
C 2.899 -0.921 -1.724 0.042 1.014 -1.189 1.253
C 2.543 -1.763 -0.633 0.451 -0.541 -0.439 -0.726
C 3.248 -2.115 0.549 0.362 -0.324 1.349 1.314
C 2.740 -3.234 1.288 -0.196 0.515 -0.399 -0.949
C 3.267 -3.547 2.525 -0.276 -1.050 0.769 0.292
F 2.742 -4.613 3.222 0.671 1.384 -0.949 -0.284
C 4.310 -2.830 3.114 -0.327 0.000 -0.618 -0.565
C 4.829 -1.777 2.362 0.955 0.876 0.178 0.200
F 5.860 -1.041 2.906 -1.311 -1.006 -0.741 -0.284
C 4.363 -1.419 1.106 -0.300 -0.172 0.037 -0.597
C 3.892 0.103 -1.701 -0.300 -0.201 -0.076 -0.635
H 3.319 1.596 -4.740 -0.052 -0.085 0.133 0.517
H 1.373 -1.841 -2.983 0.089 0.351 -0.101 0.478
H 1.669 -2.392 -0.828 0.175 0.258 0.091 0.256
H 1.927 -3.823 0.861 0.160 0.113 0.320 0.480
H 4.708 -3.086 4.089 -0.079 0.040 -0.115 0.509
H 4.835 -0.603 0.573 -0.011 -0.227 0.514 0.562
H 4.539 0.234 -0.842 -0.172 0.293 -0.466 0.549
```
Forces are in eV/Å.

**LUMO**: -6.6 eV
**Charge**: +1
**Energy**: -1543.16857 a.u.
**HOMO level**: -11.429 eV

Record 2
Below is a 2-piece molecular cluster, C17H19N overall, with properties calculated with ωB97M-V/def2-TZVPD.

Geometry as XYZ:
```
37
Properties=species:S:1:pos:R:3:forces:R:3:mulliken_charge:R:1
C -0.778 -4.011 1.785 0.543 -0.162 -0.680 -1.289
C -1.772 -3.103 1.137 -0.065 -0.673 -1.101 0.431
C -2.588 -3.288 0.019 2.407 0.762 1.865 -0.822
N -3.254 -2.096 -0.219 -0.707 -2.291 -0.860 -0.012
C -3.081 -1.257 0.846 0.564 0.352 -0.726 0.136
C -3.785 -0.093 1.169 0.530 0.422 0.632 -0.975
C -3.331 0.607 2.273 0.116 -0.396 0.298 -0.287
C -2.240 0.149 3.043 0.042 0.695 -0.641 -0.759
C -1.552 -0.964 2.669 0.965 -1.403 -0.291 -0.345
C -1.986 -1.783 1.596 -2.008 1.523 0.710 0.918
H -1.032 -4.199 2.820 0.066 0.016 0.295 0.291
H 0.201 -3.526 1.719 0.007 0.051 0.402 0.311
H -0.599 -4.978 1.300 -0.515 0.138 -0.098 0.356
H -2.462 -4.141 -0.626 -0.656 0.182 -0.420 0.387
H -3.717 -2.042 -1.113 -0.507 0.832 0.580 0.196
H -4.663 0.256 0.644 0.127 -0.093 -0.304 0.395
H -3.769 1.539 2.578 -0.453 0.173 -0.045 0.400
H -1.861 0.747 3.863 -0.111 0.038 -0.046 0.366
H -0.590 -1.200 3.119 -0.327 -0.150 0.416 0.306
C 3.990 -0.500 -2.653 0.254 -2.241 -1.344 -1.134
C 3.540 0.820 -3.194 -0.336 1.411 -1.275 -0.732
C 3.064 1.796 -2.159 -0.089 0.217 0.863 0.785
C 3.562 3.114 -2.078 -0.275 -1.331 -1.044 -0.397
C 3.082 4.024 -1.162 -1.075 0.211 -0.337 -0.484
C 1.968 3.671 -0.382 0.995 0.067 -0.825 -0.431
C 1.536 2.358 -0.399 -0.075 -0.198 0.642 -0.411
C 2.095 1.385 -1.249 -0.652 1.320 -0.021 -0.527
H 4.774 -0.575 -1.907 -0.116 0.752 0.401 0.342
H 4.402 -1.128 -3.467 0.032 0.464 -0.062 0.361
H 3.164 -1.161 -2.369 -0.125 0.493 0.514 0.290
H 4.241 1.332 -3.874 0.639 -0.284 0.708 0.389
H 2.746 0.721 -3.960 -0.196 -0.605 0.641 0.271
H 4.136 3.358 -2.971 0.615 0.530 0.666 0.240
H 3.411 5.052 -1.187 0.098 0.080 -0.018 0.341
H 1.368 4.456 0.059 0.271 -0.149 0.640 0.366
H 0.779 2.148 0.352 -0.290 -0.486 -0.529 0.401
H 1.577 0.446 -1.392 0.307 -0.265 0.390 0.328
```
Forces are in eV/Å.

**LUMO**: 0.8 eV
**Charge**: 0
**Energy**: -713.90510 a.u.
**Energy above the lowest of the compared OMol25 structures with the same formula, charge and spin**: 35.88 kcal/mol
**HOMO level**: -7.697 eV